Record 1
Density functional theory data (ωB97M-V/def2-TZVPD) for C11H18BBr12I2O3P2S as an isolated structure at a distorted geometry.

```
50
Properties=species:S:1:pos:R:3:lowdin_charge:R:1
C -2.81 0.79 4.00 -0.04
C -2.72 0.62 2.59 -0.27
P -2.48 0.42 0.66 0.22
O -3.91 1.38 0.49 -0.44
P -1.40 2.37 0.73 0.31
S -2.18 3.54 -0.66 0.06
B -2.20 0.25 -1.25 -0.58
O -3.17 0.73 -2.30 -0.02
O -0.96 -0.33 -1.87 -0.16
C 0.11 0.66 -1.95 -0.27
C 1.30 0.18 -0.91 -0.17
C -3.43 -1.23 0.82 -0.69
I -5.61 -1.38 1.32 0.73
C -2.82 -2.62 0.68 -0.73
C -3.73 -4.01 0.83 -0.27
I -0.70 -2.97 0.32 0.81
H -2.81 1.38 5.04 0.02
H -1.19 -0.15 0.99 -0.05
H -4.56 1.03 -0.17 0.03
H 0.03 2.22 0.62 -0.12
H -1.80 3.00 2.00 -0.02
H -2.66 1.10 -3.09 0.10
H 0.58 0.56 -3.04 0.13
H -0.22 1.78 -1.84 0.03
H 0.92 -0.16 0.14 0.03
H 2.15 0.97 -0.77 -0.01
H 1.82 -0.76 -1.43 0.09
H -3.08 -4.97 0.53 0.00
H -4.65 -4.03 0.10 0.05
H -4.13 -4.11 1.94 0.07
C 4.45 2.44 1.36 -1.56
Br 5.10 2.72 -0.45 0.54
Br 4.96 3.90 2.54 0.55
Br 2.53 2.12 1.40 0.64
H 4.93 1.54 1.74 -0.05
C 8.82 1.22 -0.34 -1.61
Br 10.59 1.93 0.07 0.55
Br 8.87 -0.02 -1.84 0.55
Br 7.98 0.44 1.22 0.55
H 8.20 2.07 -0.65 -0.06
C -3.67 -8.51 0.19 -1.60
Br -5.42 -8.54 -0.66 0.54
Br -2.36 -7.56 -0.89 0.56
Br -3.76 -7.82 2.00 0.56
H -3.33 -9.55 0.26 -0.03
C 1.66 5.58 -2.12 -1.58
Br 0.40 4.35 -2.94 0.57
Br 1.56 5.53 -0.18 0.54
Br 3.47 5.30 -2.77 0.51
H 1.37 6.59 -2.43 -0.03
```

Output
F_max in eV/A: 11.64
Charge: -1
HOMO level in hartree: -0.16611



Record 2
Density functional theory data (ωB97M-V/def2-TZVPD) for C11H18BrCsN2O3Se3Te as an isolated structure.

```
40
Properties=species:S:1:pos:R:3:lowdin_charge:R:1
Cs -2.86 -0.07 1.63 0.64
N -1.49 -3.46 1.81 -0.01
C -0.44 -2.84 1.00 -0.31
C 0.58 -2.12 1.88 -0.13
C 1.14 -0.86 1.20 -0.69
O 2.37 -0.78 1.01 -0.03
O 0.26 0.00 0.90 -0.17
H -1.11 -4.19 2.40 0.06
H -2.21 -3.88 1.23 0.06
H -0.92 -2.11 0.35 0.07
H 0.09 -3.55 0.34 0.11
H 1.39 -2.78 2.18 0.10
H 0.05 -1.79 2.78 0.11
Se -4.21 2.22 3.96 -0.44
Se -5.61 0.34 3.83 -0.48
Te -6.60 0.35 1.46 -0.03
Se -6.00 -1.91 0.57 -0.59
C 2.23 1.54 -1.31 -0.04
C 2.18 0.44 -2.32 -0.23
C 3.15 0.27 -3.30 -0.04
C 3.06 -0.78 -4.20 -0.13
C 1.98 -1.63 -4.06 -0.77
Br 1.83 -3.10 -5.28 0.64
N 1.04 -1.51 -3.16 0.05
C 1.14 -0.50 -2.30 -0.06
H 3.09 2.20 -1.50 0.07
H 2.30 1.11 -0.31 0.07
H 1.31 2.14 -1.35 0.07
H 3.98 0.97 -3.35 0.11
H 3.81 -0.94 -4.97 0.09
H 0.36 -0.42 -1.55 0.12
C -0.73 3.26 2.05 -0.09
C -0.63 3.35 0.54 -0.34
O -0.96 2.13 -0.11 -0.16
H -0.45 4.21 2.51 0.07
H -0.05 2.49 2.42 0.07
H -1.74 3.01 2.37 0.01
H 0.38 3.67 0.25 0.10
H -1.33 4.10 0.16 0.11
H -0.36 1.43 0.24 0.00
```

Output
F_max in eV/A: 0.13
Charge: -2
Energy above the lowest of the compared OMol25 structures with the same formula, charge and spin in kJ/mol: 8.8
HOMO level in hartree: -0.02650



Record 3
Density functional theory data (ωB97M-V/def2-TZVPD) for C11H18ClGaSm as an isolated structure at a distorted geometry.

```
32
Properties=species:S:1:pos:R:3:lowdin_charge:R:1
Sm -1.85 1.05 -2.74 1.14
Cl -1.88 3.50 -2.53 -0.28
C -3.90 0.07 -2.05 -0.38
C -1.36 0.33 -4.95 -0.39
H -4.48 -0.45 -2.83 -0.05
H -3.91 -0.59 -1.17 -0.05
H -4.48 0.97 -1.78 -0.06
H -2.14 -0.24 -5.47 -0.05
H -0.42 -0.21 -5.12 -0.05
H -1.26 1.30 -5.48 -0.06
Ga 0.53 -0.73 -0.45 0.39
C 2.28 0.15 -0.69 -0.23
C -0.01 -2.29 -1.48 -0.24
H 2.93 -0.57 -1.23 -0.01
H 2.23 1.09 -1.26 -0.02
H 2.74 0.35 0.30 -0.01
H 0.23 -2.25 -2.57 -0.11
H -1.08 -2.61 -1.40 -0.11
C -0.43 -0.12 1.25 -0.23
C 0.53 -0.01 2.39 -0.32
C 0.61 1.15 3.20 -0.06
C 1.60 1.28 4.15 -0.11
C 2.53 0.25 4.37 -0.12
C 2.42 -0.93 3.63 -0.10
C 1.42 -1.07 2.66 -0.08
H -1.15 -0.95 1.38 0.06
H -1.01 0.80 1.07 0.04
H -0.12 1.94 3.03 0.10
H 1.66 2.19 4.75 0.09
H 3.32 0.36 5.12 0.09
H 3.12 -1.76 3.81 0.10
H 1.33 -2.00 2.08 0.11
```

Output
F_max in eV/A: 2.62
2S+1: 6
Charge: -1
Energy above the lowest of the compared OMol25 structures with the same formula, charge and spin in kJ/mol: 55.3
HOMO level (spin up / spin down) in hartree: -0.13243 / -0.13642



Record 4
Density functional theory data (ωB97M-V/def2-TZVPD) for a 2-piece molecular cluster, C11H18FO5S overall at a distorted geometry.

```
36
Properties=species:S:1:pos:R:3:lowdin_charge:R:1
C -4.73 0.54 -2.39 -0.10
C -3.80 -0.63 -2.18 -0.25
O -2.48 -0.09 -1.90 -0.03
C -1.53 -1.04 -1.80 -0.53
C -0.22 -0.40 -1.77 -0.21
F -0.22 0.86 -1.33 0.01
C 1.08 -1.03 -1.82 -0.52
O 1.25 -2.24 -1.77 0.03
O 2.04 -0.08 -1.91 -0.03
C 3.35 -0.62 -2.17 -0.25
C 4.28 0.55 -2.39 -0.09
O -1.70 -2.24 -1.74 0.03
H -5.71 0.16 -2.66 0.06
H -4.85 1.16 -1.49 0.07
H -4.39 1.19 -3.21 0.07
H -4.12 -1.27 -1.34 0.12
H -3.75 -1.25 -3.08 0.12
H 3.67 -1.25 -1.33 0.12
H 3.32 -1.24 -3.07 0.12
H 5.27 0.17 -2.65 0.06
H 3.95 1.19 -3.21 0.07
H 4.40 1.17 -1.50 0.07
C 2.42 1.91 4.14 -0.44
S 1.35 1.58 2.73 0.83
C 0.69 -0.02 3.24 -0.43
C -0.54 -0.29 2.34 -0.50
C -1.87 -0.37 3.03 -0.02
O -0.37 -0.44 1.14 0.10
H 2.70 2.97 4.07 0.03
H 1.91 1.73 5.09 0.03
H 3.32 1.30 4.05 0.03
H 1.44 -0.77 2.99 0.09
H 0.45 -0.03 4.31 0.07
H -1.88 0.21 3.96 0.07
H -2.64 0.01 2.34 0.09
H -2.10 -1.42 3.26 0.09
```

Output
F_max in eV/A: 4.50
Charge: -1
HOMO level in hartree: -0.07187